{
  "formula": "CH3NO3",
  "method": "wB97M-V/def2-TZVPD",
  "species": ["O", "H", "C", "O", "O", "H", "N", "H"],
  "xyz": [[0.448, 0.276, -1.146], [1.569, 0.112, 0.602], [-1.738, 0.055, 0.371], [1.023, -0.750, 0.603], [-2.046, 0.919, -0.406], [-0.383, 0.681, -1.553], [0.082, -0.764, -0.334], [-2.357, -0.237, 1.264]],
  "spin_multiplicity": 3,
  "de_lowest_kj_mol": 145.4,
  "e_tot_ev": -8710.3964,
  "e_lumo_ev": [0.38, -1.44],
  "largest_force_ev_per_a": 3.54
}

{
  "formula": "C3H5NO2",
  "method": "wB97M-V/def2-TZVPD",
  "species": ["C", "H", "H", "C", "H", "O", "H", "O", "H", "N", "C"],
  "xyz": [[-1.190, -0.303, -0.056], [-1.494, 0.041, -1.051], [-2.071, -0.438, 0.580], [-0.043, 0.479, 0.611], [-0.395, -2.429, -0.065], [2.040, -0.743, 0.056], [0.642, 2.302, 0.462], [0.540, 1.734, -0.315], [1.448, 1.432, -0.556], [-0.254, -1.429, -0.103], [0.833, -0.630, 0.203]],
  "de_lowest_kj_mol": 430.7,
  "e_tot_ev": -8773.2309,
  "e_lumo_ev": 0.38,
  "largest_force_ev_per_a": 0.41
}

{
  "formula": "BrH6O4V",
  "method": "wB97M-V/def2-TZVPD",
  "species": ["H", "Br", "O", "H", "O", "V", "O", "O", "H", "H", "H", "H"],
  "xyz": [[-1.966, 10.066, 7.015], [-2.585, 10.184, 8.867], [-4.840, 9.875, 7.486], [-5.350, 10.683, 7.536], [-1.623, 10.460, 6.213], [-2.954, 9.040, 10.593], [-0.377, 12.095, 8.831], [-2.976, 7.779, 9.647], [-0.990, 11.364, 8.754], [-0.929, 12.852, 9.026], [-4.164, 9.976, 8.156], [-0.679, 10.522, 6.362]],
  "spin_multiplicity": 2,
  "total_charge": 1,
  "de_lowest_kj_mol": 219.4,
  "e_tot_ev": -104004.8675,
  "e_lumo_ev": [-8.59, -7.81],
  "largest_force_ev_per_a": 4.69
}

{
  "formula": "C22H22ClF3N2O2OsS2Si",
  "method": "wB97M-V/def2-TZVPD",
  "species": ["S", "C", "H", "C", "C", "H", "H", "F", "F", "C", "H", "C", "H", "H", "H", "H", "Si", "C", "O", "H", "C", "F", "H", "H", "C", "C", "H", "H", "C", "C", "C", "C", "H", "H", "H", "Os", "H", "H", "N", "C", "O", "H", "C", "S", "C", "N", "C", "H", "C", "C", "H", "C", "H", "Cl", "C", "C"],
  "xyz": [[1.955, 0.855, 1.355], [-2.697, -1.269, 4.030], [-1.453, 0.136, 5.081], [-4.368, -0.498, -2.719], [-0.315, 2.872, 0.119], [-0.050, 0.611, 3.090], [3.915, -3.956, -0.708], [-4.438, -3.419, -2.629], [-2.328, -3.490, -3.088], [0.746, 3.388, 1.062], [2.268, -1.658, 1.048], [1.792, 2.595, 1.542], [-0.130, 5.321, 1.035], [-5.137, 1.469, -2.320], [3.544, 4.969, 3.221], [1.702, -3.109, -2.932], [3.013, -1.710, -1.316], [-2.079, -1.544, 1.734], [0.037, 1.852, -0.599], [-3.134, 2.073, -0.902], [4.344, -2.960, -0.832], [-3.706, -2.600, -4.494], [1.644, 6.360, 2.434], [1.582, -1.401, -3.335], [-3.298, -1.368, -2.535], [3.752, 0.022, -1.490], [3.052, -2.293, -3.730], [4.448, 0.060, -2.331], [2.264, -2.175, -2.983], [2.754, 4.531, 2.624], [0.703, 4.736, 1.401], [-3.415, -2.719, -3.179], [4.288, 0.327, -0.591], [-3.330, -1.512, 4.872], [2.968, 0.761, -1.673], [0.396, -0.152, -0.113], [-5.216, -0.832, -3.303], [1.222, -2.720, 0.097], [-1.081, -0.672, 1.855], [-0.875, -0.087, 3.036], [-1.381, 3.455, 0.028], [3.608, 2.559, 2.667], [-3.231, 1.106, -1.386], [-0.754, -1.825, -1.418], [1.693, 5.310, 2.177], [-2.228, 0.268, -1.181], [-4.331, 0.767, -2.164], [4.822, -2.685, 0.109], [1.721, -1.748, 0.105], [-2.907, -1.866, 2.798], [-2.215, -2.006, 0.764], [-1.659, -0.360, 4.144], [5.119, -3.022, -1.598], [-4.179, -3.004, 2.572], [2.799, 3.186, 2.315], [-2.214, -0.929, -1.764]],
  "spin_multiplicity": 5,
  "de_lowest_kj_mol": 24.5,
  "e_tot_ev": -82937.3321,
  "e_lumo_ev": [-0.03, -1.88],
  "largest_force_ev_per_a": 1.20
}